# 1
8
Properties=species:S:1:pos:R:3 method="wB97M-V/def2-TZVPD" e_above_lowest_kcal_mol=105.7 charge=0 e_tot_ev=-9071.7136 lumo_ev=0.14 orbital_gap_ev=9.89
C 1.2920 0.6027 0.1171
N -2.1919 -0.1062 0.1667
N -1.6389 1.0541 0.0626
N -1.0070 -0.7462 0.1972
N -0.4194 0.4483 0.0143
O 1.8361 -0.4168 0.2116
H 1.7403 1.6398 -0.0639
H -0.5305 -1.6559 0.2632

=====

# 2
116
Properties=species:S:1:pos:R:3 method="wB97M-V/def2-TZVPD" e_above_lowest_kcal_mol=0.0 charge=+1 e_tot_ev=-73701.2250 lumo_ev="-2.30 / -2.31" orbital_gap_ev="5.36 / 5.87"
Zr -0.6062 -3.7420 -0.8367
C 2.4196 -3.2867 -1.8488
C 1.9684 -4.3536 -2.8442
O 0.5209 -4.3751 -2.7676
C -0.1783 -4.4039 -4.1173
C -1.6483 -4.0943 -3.8384
O -1.6235 -3.0330 -2.8439
C -1.0369 -1.8258 -3.4773
C -1.5697 -0.5860 -2.8081
O -1.1851 -0.7280 -1.3750
C -1.6871 0.0931 -0.3700
C -2.4912 -0.3097 0.6272
O -0.3297 -2.9216 1.0118
C 0.9430 -2.9389 1.6259
C 2.0848 -2.9356 0.5367
O 1.5339 -3.3654 -0.7344
H 2.4254 -2.2940 -2.3450
H 3.4767 -3.4781 -1.5445
H 2.3359 -5.3145 -2.4587
H 2.4528 -4.2128 -3.8370
H -0.0067 -5.3862 -4.5814
H 0.4018 -3.6498 -4.7472
H -2.1341 -4.9196 -3.3270
H -2.1592 -3.8204 -4.7668
H -1.4858 -1.8348 -4.4221
H -0.0001 -1.8586 -3.4114
H -2.7178 -0.6015 -2.7906
H -1.1570 0.3476 -3.2175
H -1.4549 1.1596 -0.4339
H 1.0350 1.2988 -0.0430
H -2.3659 -1.3179 0.9441
H -3.1487 0.3859 1.0714
H 1.0715 -3.8585 2.2635
H 1.0125 -2.1088 2.3540
H 2.9688 -3.5550 0.6787
H 2.3922 -1.8547 0.3931
N -10.0791 0.6205 -1.1991
C -9.2298 -0.0679 -0.8509
C -8.0771 -0.9062 -0.7107
C -7.5215 -1.5289 -1.8352
C -6.5846 -2.4917 -1.5804
C -6.0495 -2.6689 -0.3071
C -6.6323 -2.0334 0.7763
C -7.6048 -1.1277 0.5821
N -4.9044 -3.5073 -0.1589
C -4.3975 -3.8348 1.1347
C -3.0813 -3.9959 1.0417
N -2.7517 -3.8662 -0.3575
C -3.8619 -3.6628 -1.0455
H -7.8803 -1.2508 -2.8534
H -6.1627 -3.0974 -2.3511
H -6.3021 -2.2034 1.7986
H -7.8599 -0.4490 1.3504
H -5.0254 -4.1451 1.9466
H -2.4264 -3.9810 1.8926
H -3.8065 -3.3483 -2.0549
C 0.3319 -6.8425 1.4995
O 0.7573 -6.4604 0.2194
C -0.3011 -5.8314 -0.4123
C -0.7383 -6.7261 -1.5613
H -0.6090 -7.4072 1.3995
H 0.1608 -6.0250 2.2146
H 1.1292 -7.4646 1.9044
H -1.7276 -7.1555 -1.4085
H -0.0573 -7.5698 -1.5737
H -0.8987 -6.2613 -2.5423
N 1.5507 1.5136 0.7930
P 2.0615 2.9795 1.0409
N 0.9685 4.1289 1.5975
C -0.0898 3.7261 2.4808
C -1.4674 4.3700 2.1282
C -1.2416 5.7018 1.3393
C 0.1178 6.4049 1.6907
C 1.3567 5.5072 1.8539
N 3.3515 2.8160 2.0813
C 3.4288 1.5307 2.9575
C 3.6843 1.8628 4.3864
C 4.9522 2.6991 4.4328
C 4.9343 3.9885 3.5982
C 4.4911 3.7672 2.2044
N 2.6589 3.8046 -0.2889
C 3.8552 3.3484 -0.9598
C 4.7405 4.5669 -1.3625
C 3.9152 5.6864 -1.8986
C 2.5053 5.3423 -2.2936
C 1.7376 4.3596 -1.3087
H 0.0965 3.9981 3.5871
H -0.2042 2.6040 2.5152
H -1.9331 4.6929 3.0426
H -2.1111 3.6162 1.6569
H -2.0600 6.3759 1.5203
H -1.3270 5.5196 0.2855
H -0.0085 7.1311 2.5238
H 0.4034 7.1555 0.9565
H 1.7991 5.6796 2.8281
H 2.1685 5.8880 1.1341
H 4.2751 1.0262 2.5446
H 2.5497 0.8856 2.8326
H 3.7651 0.9657 4.9860
H 2.8257 2.3861 4.8530
H 5.7110 1.9833 4.1808
H 5.1556 2.9946 5.4475
H 5.9693 4.4282 3.5516
H 4.4360 4.7521 4.1750
H 5.3802 3.3516 1.7066
H 4.2195 4.7005 1.6821
H 3.5831 2.7530 -1.8432
H 4.3883 2.6152 -0.3589
H 5.4024 4.2014 -2.1730
H 5.3157 4.8294 -0.5069
H 4.3802 6.3364 -2.7076
H 3.8017 6.4215 -1.0740
H 2.5014 4.8594 -3.2730
H 1.8533 6.2500 -2.5092
H 1.3011 3.5237 -1.9344
H 0.9857 4.9404 -0.7786

=====

# 3
142
Properties=species:S:1:pos:R:3 method="wB97M-V/def2-TZVPD" charge=+4 e_tot_ev=-103568.6566 multiplicity=6 lumo_ev="-12.91 / -12.93" orbital_gap_ev="4.58 / 4.56"
Mn 0.4063 1.5601 -4.2693
O 0.0648 -0.8338 -1.4480
C 0.6569 -0.0373 -2.3301
O 0.9002 1.1938 -2.1706
O 0.7251 -0.4566 -3.5449
H -0.2106 -1.5288 -2.0708
C 6.7493 3.4148 -3.6482
C 6.3817 1.9155 -3.5355
C 6.2704 1.4182 -2.0890
C 5.1045 2.0242 -1.3282
P 4.7059 1.2854 0.2758
C 6.2560 0.6881 1.0031
C 7.1636 1.8887 1.3057
C 8.6450 1.5360 1.4831
C 9.5116 2.7843 1.6363
C 3.6592 -0.1409 -0.0536
C 2.8264 -0.7158 1.1135
C 3.3534 -2.1029 1.5432
C 3.2091 -3.1870 0.4901
C 4.0049 2.5569 1.3484
C 2.5281 2.9678 1.2034
C 2.2534 4.4608 1.3399
C 2.7879 5.3879 0.2556
H 7.8100 3.6009 -3.5145
H 6.1318 4.0242 -2.9850
H 6.4832 3.7237 -4.6610
H 7.2413 1.4361 -4.0037
H 5.4464 1.6954 -4.0550
H 7.2452 1.5434 -1.6088
H 6.2395 0.3230 -2.1876
H 4.1828 1.9739 -1.9142
H 5.3878 3.0575 -1.1149
H 6.7375 -0.0150 0.3247
H 5.9822 0.2085 1.9473
H 6.8681 2.3960 2.2252
H 7.1454 2.6141 0.4816
H 8.9993 0.8321 0.7284
H 8.7232 1.0396 2.4575
H 9.4583 3.4037 0.7383
H 10.5218 2.5505 1.9521
H 9.0577 3.4022 2.4179
H 4.2421 -0.8940 -0.6005
H 2.9933 0.0592 -0.9057
H 1.7899 -0.8898 0.8139
H 2.8400 0.0119 1.9268
H 2.7659 -2.4176 2.4056
H 4.3975 -1.9285 1.8153
H 3.6812 -3.0115 -0.4731
H 2.1533 -3.4467 0.3399
H 3.5443 -4.1133 0.9619
H 4.6465 3.4219 1.1607
H 4.1878 2.1661 2.3532
H 1.9331 2.4783 1.9767
H 2.1115 2.5790 0.2641
H 2.6096 4.7878 2.3231
H 1.1727 4.5463 1.4836
H 3.6100 6.0365 0.5366
H 1.9493 5.9998 -0.0886
H 3.0267 4.8795 -0.6881
C -0.9272 1.7577 1.5801
C -0.4264 1.4003 2.9696
C -1.4023 0.5702 3.8117
C -2.4704 1.4132 4.5217
P -4.0855 0.6335 4.7497
C -3.9854 -1.0801 5.3455
C -3.5400 -1.1984 6.8135
C -3.7756 -2.6435 7.2787
C -2.9117 -3.6842 6.5387
C -5.0404 1.5982 5.9689
C -6.4333 1.0050 6.1656
C -7.2580 1.8372 7.1819
C -7.3144 3.3151 6.8939
C -5.0590 0.5531 3.2236
C -5.1024 1.8866 2.4451
C -6.0154 1.8378 1.2219
C -5.4973 1.1196 -0.0184
H -0.2730 2.3967 0.9789
H -1.8436 2.3533 1.6153
H -1.0484 0.8645 0.9603
H -0.1681 2.3139 3.5125
H 0.4966 0.8181 2.8982
H -0.8597 -0.0545 4.5210
H -1.8947 -0.1780 3.1747
H -2.7203 2.3853 4.0828
H -2.1212 1.6759 5.5254
H -3.3168 -1.5833 4.6436
H -4.9723 -1.5287 5.2098
H -4.0826 -0.5126 7.4637
H -2.4799 -0.9412 6.8857
H -4.8323 -2.9116 7.2794
H -3.5016 -2.6660 8.3362
H -2.5551 -3.3461 5.5657
H -3.5499 -4.5364 6.2958
H -2.1072 -4.0437 7.1719
H -5.1355 2.5839 5.5080
H -4.4648 1.6324 6.8940
H -6.4631 -0.0391 6.4717
H -7.0018 1.1341 5.2371
H -6.7531 1.6626 8.1381
H -8.2419 1.3715 7.1968
H -7.4794 3.4881 5.8152
H -6.4202 3.8871 7.1404
H -8.1761 3.8596 7.2795
H -6.0525 0.1998 3.4939
H -4.4985 -0.1549 2.6063
H -4.0721 1.9513 2.0689
H -5.3407 2.7505 3.0631
H -6.3576 2.8498 1.0099
H -6.9202 1.2850 1.5077
H -6.2916 1.1398 -0.7597
H -5.1837 0.0943 0.1801
H -4.6187 1.6602 -0.3886
C -2.4882 -6.2805 -8.3438
C -1.5382 -5.6094 -7.3861
N -1.8424 -4.1648 -6.9970
C -3.2583 -3.7290 -7.4205
C -1.9215 -4.0705 -5.4785
C -0.5798 -4.2614 -4.7977
C -0.7740 -3.2538 -7.5134
C -0.6436 -3.1850 -9.0237
O -1.7628 -2.5333 -9.6081
C -1.6754 -1.1364 -9.6183
H -3.4823 -6.4054 -7.9179
H -2.1466 -7.2776 -8.6194
H -2.5890 -5.7608 -9.2974
H -0.5309 -5.6467 -7.8065
H -1.3633 -6.1581 -6.4618
H -3.2231 -3.8371 -8.4943
H -3.5441 -2.7547 -7.0485
H -3.8832 -4.5066 -6.9935
H -2.5795 -4.8742 -5.1572
H -2.3359 -3.1084 -5.1881
H -0.6887 -4.0489 -3.7291
H 0.2553 -3.6319 -5.1003
H -0.1941 -5.2819 -4.7991
H 0.1621 -3.6753 -7.1436
H -0.8243 -2.2697 -7.0419
H -0.5007 -4.1286 -9.5467
H 0.2392 -2.5732 -9.2441
H -0.7168 -0.7409 -9.9712
H -1.8379 -0.7047 -8.6146
H -2.4551 -0.7280 -10.2563

=====

| no. | largest force on an atom (eV/A) |
| --- | --- |
| 1 | 5.70 |
| 2 | 3.38 |
| 3 | 2.69 |